(1)
ORCA calculation (the ωB97M-V functional and the def2-TZVPD basis) on a structure of composition C23H21AsN2NiO8S4Se.

## Properties
Charge   -2
Calculated total energy   -254120.537 eV
Multiplicity   3

Element x y z (Å)
Ni (-0.0119, 1.0039, -0.5124)
S (-6.5869, 0.0299, 2.0981)
C (-7.2792, 1.4894, 2.6803)
C (-6.4550, 2.5472, 2.4520)
C (-5.2466, 2.1858, 1.7996)
C (-5.1638, 0.8441, 1.5376)
C (-4.0817, 0.1137, 0.8830)
C (-2.9086, 0.8066, 0.5112)
N (-1.8802, 0.2571, -0.0946)
C (-1.9501, -1.0881, -0.3909)
C (-3.0855, -1.8676, -0.0486)
C (-3.0708, -3.2663, -0.3703)
C (-2.0016, -3.8427, -0.9627)
C (-0.8261, -3.0773, -1.3021)
C (0.3178, -3.6304, -1.8443)
C (1.4440, -2.7981, -2.1075)
C (1.2880, -1.4270, -1.8486)
N (0.2094, -0.8701, -1.3465)
C (-0.8539, -1.6840, -1.0264)
C (2.6873, -3.3293, -2.5975)
C (2.9777, -4.6247, -2.9845)
C (4.3198, -4.8047, -3.4027)
C (5.0603, -3.6653, -3.3344)
S (4.1165, -2.3465, -2.7496)
C (-4.1458, -1.2433, 0.5933)
H (-8.2480, 1.4821, 3.1522)
H (-6.6949, 3.5623, 2.7352)
H (-4.4781, 2.8938, 1.5136)
H (-2.8344, 1.8680, 0.7082)
H (-3.9441, -3.8581, -0.1162)
H (-2.0011, -4.9051, -1.1836)
H (0.3542, -4.6951, -2.0402)
H (2.0934, -0.7294, -2.0615)
H (2.2427, -5.4158, -2.9792)
H (4.7189, -5.7505, -3.7450)
H (6.0954, -3.5204, -3.5959)
H (-5.0218, -1.8294, 0.8555)
O (2.6300, 6.0129, -0.4371)
S (2.2824, 4.7323, 0.1419)
O (1.6808, 4.7432, 1.4576)
O (3.3785, 3.7651, 0.0332)
S (0.7014, 4.1041, -1.1771)
C (2.9969, -0.8188, 1.2710)
As (3.0125, 1.0629, 0.7846)
C (2.6095, 1.9045, 2.4606)
C (4.8505, 1.3273, 0.2911)
O (1.9871, 1.1976, -0.4945)
H (3.6035, -1.0210, 2.1548)
H (3.3642, -1.4042, 0.4274)
H (1.9607, -1.1011, 1.4589)
H (3.3679, 1.5567, 3.1643)
H (1.6224, 1.5483, 2.7565)
H (2.5822, 2.9869, 2.3700)
H (5.4884, 0.9891, 1.1084)
H (5.0219, 2.3728, 0.0556)
H (5.0155, 0.7053, -0.5891)
O (-2.9678, 3.9354, 0.1857)
Se (-1.5312, 4.2111, 0.8832)
O (-1.3463, 3.3782, 2.2458)
O (-0.3997, 3.2573, -0.2625)
O (-1.0669, 5.7394, 0.8348)

Atomic partial charges in e from the Löwdin method, atoms 1 to 4:
1 Ni 0.3511
2 S 0.9942
3 C -0.4578
4 C -0.1941



(2)
ORCA calculation (the ωB97M-V functional and the def2-TZVPD basis) on a structure of composition C22H60F3N2O14Pt in a non-equilibrium geometry.

## Properties
Charge   +1
Calculated total energy   -66818.096 eV
Multiplicity   3

Element x y z (Å)
Pt (1.4695, -2.1419, 1.8228)
C (0.1798, 0.4930, -0.1114)
O (-1.0702, 0.3828, -0.7171)
O (0.3981, -0.5886, 0.6827)
C (1.1921, 0.7611, -1.2479)
F (1.6650, -0.4371, -1.7236)
F (0.6978, 1.4096, -2.3297)
F (2.2111, 1.5143, -0.7736)
C (-2.2305, 0.8792, -0.0977)
C (-3.3284, 1.1885, -1.1027)
H (-3.6577, 0.3371, -1.6930)
H (-4.1763, 1.6046, -0.5558)
H (-2.9885, 1.9765, -1.7827)
H (-2.1023, 1.7150, 0.5947)
H (-2.6672, 0.0381, 0.4650)
H (0.1616, 1.4043, 0.5065)
C (-5.3766, -2.4687, 0.5314)
C (-5.4366, -2.1776, 2.0234)
O (-4.2502, -1.5383, 2.4944)
O (-6.5188, -3.2215, 0.1825)
H (-4.4523, -3.0134, 0.3068)
H (-5.2815, -1.5618, -0.0730)
H (-5.4677, -3.1684, 2.4867)
H (-6.3466, -1.6234, 2.2553)
H (-4.1960, -1.7872, 3.4206)
H (-6.6267, -3.1791, -0.7721)
C (-2.1007, -2.4443, -1.9183)
C (-2.3223, -3.7314, -2.6944)
O (-3.4237, -3.4659, -3.5827)
O (-1.0032, -2.6914, -1.0281)
H (-3.0104, -2.3469, -1.3104)
H (-2.0303, -1.5429, -2.5254)
H (-2.6100, -4.5427, -2.0270)
H (-1.4281, -3.9492, -3.2829)
H (-3.8009, -4.3080, -3.8534)
H (-0.8068, -1.8074, -0.6556)
C (-1.0825, -3.2169, 2.8739)
C (-1.1297, -1.7384, 3.2400)
O (0.2381, -1.4077, 3.5823)
O (-0.2931, -3.3639, 1.6943)
H (-2.0682, -3.6529, 2.6928)
H (-0.6819, -3.8197, 3.6967)
H (-1.8133, -1.5990, 4.0781)
H (-1.5333, -1.1979, 2.3820)
H (0.1710, -0.5231, 3.9691)
H (-0.6227, -4.0632, 1.1187)
C (2.0532, 4.4560, 2.1091)
C (0.6506, 3.9554, 2.3611)
O (0.2637, 4.2258, 3.7010)
O (3.0295, 3.6714, 2.7686)
H (2.1730, 5.5266, 2.2958)
H (2.2254, 4.4114, 1.0288)
H (0.5822, 2.8739, 2.1991)
H (-0.0390, 4.3512, 1.6078)
H (-0.0865, 3.4520, 4.1411)
H (3.0472, 3.9580, 3.6884)
C (-5.4738, 4.4975, 0.0488)
O (-5.8005, 5.0640, 1.3040)
H (-6.3366, 3.9226, -0.2777)
H (-5.1913, 5.2459, -0.6910)
H (-4.6605, 3.7668, 0.1217)
H (-5.1275, 5.6438, 1.6660)
C (-6.1063, 1.7872, 2.9963)
O (-7.2219, 1.0422, 3.4016)
H (-5.1267, 1.3078, 3.0532)
H (-6.1530, 1.9097, 1.8973)
H (-6.0775, 2.8302, 3.3165)
H (-7.9241, 1.6112, 3.7173)
C (6.0272, 1.1186, -1.7359)
C (5.7166, 1.8722, -3.0417)
C (5.3744, 0.9647, -4.1956)
O (6.3531, -0.0432, -4.3747)
C (6.0848, -0.8986, -5.4585)
N (4.5902, 2.8286, -2.8392)
H (6.9735, 0.5925, -1.9160)
H (5.2829, 0.3257, -1.6534)
H (6.2178, 1.7088, -0.8434)
H (6.5546, 2.5409, -3.2554)
H (5.1846, 1.4602, -5.1493)
H (4.4407, 0.4452, -3.9193)
H (6.9921, -1.2919, -5.9149)
H (5.5524, -0.3709, -6.2596)
H (5.4638, -1.7200, -5.0759)
H (4.5451, 3.0681, -1.8586)
H (3.7294, 2.3397, -3.0757)
C (4.4534, -2.8415, -1.4328)
C (3.7656, -2.4455, -0.0855)
C (3.8641, -0.9826, 0.2306)
O (3.2738, -0.7331, 1.5286)
C (3.3546, 0.6012, 1.9633)
N (2.3922, -2.9645, 0.0100)
H (4.0848, -3.8338, -1.6956)
H (5.5239, -2.8642, -1.2600)
H (4.1117, -2.1666, -2.2183)
H (4.3636, -2.9920, 0.6505)
H (3.3494, -0.2980, -0.4468)
H (4.9123, -0.6846, 0.2642)
H (2.4401, 1.1770, 1.7821)
H (4.2183, 1.1844, 1.6497)
H (3.3472, 0.6404, 3.0584)
H (2.4018, -3.9513, -0.2686)
H (1.9115, -2.6808, -0.8599)

Atomic partial charges in e from the Löwdin method, atoms 1 to 4:
1 Pt 1.3159
2 C -0.4287
3 O -0.0880
4 O -0.2498



(3)
ORCA calculation (the ωB97M-V functional and the def2-TZVPD basis) on a cluster of 9 separate species, C28H64BO16 in total in a non-equilibrium geometry.

## Properties
Charge   -1
Calculated total energy   -63515.994 eV
ΔE to the lowest compared entry with this formula, charge and spin   68.61 kJ/mol

Element x y z (Å)
O (2.1297, 0.9085, 2.6272)
C (1.2515, 0.6014, 1.8938)
O (1.3055, 0.5567, 0.5711)
B (0.0456, 0.0944, -0.0052)
O (-0.7982, -0.2663, 1.1531)
C (-0.1318, 0.0218, 2.2524)
O (-0.5240, -0.1365, 3.3748)
O (0.3303, -1.0368, -0.9255)
C (0.0141, -0.7474, -2.1577)
O (0.1570, -1.4263, -3.1400)
C (-0.6160, 0.6828, -2.1110)
O (-0.6295, 1.1044, -0.8663)
O (-1.0428, 1.2973, -3.0562)
C (0.0360, 4.8414, -4.1477)
C (0.4318, 4.6136, -2.6816)
O (1.5802, 5.3927, -2.3332)
C (1.5683, 5.8174, -1.0026)
C (1.4912, 4.7460, 0.1065)
H (0.4919, 4.0396, -4.7340)
H (-1.0330, 4.8604, -4.3398)
H (0.4925, 5.7287, -4.5924)
H (-0.4736, 4.8912, -2.1371)
H (0.6945, 3.5689, -2.5419)
H (2.4964, 6.3896, -0.8815)
H (0.7888, 6.5819, -0.8369)
H (2.4917, 4.3167, 0.1949)
H (0.8638, 3.9128, -0.2084)
H (1.1760, 5.2218, 1.0301)
C (2.6021, -0.7549, 5.2971)
C (2.7909, -1.3751, 6.6574)
O (2.5483, -2.7791, 6.6631)
C (2.7760, -3.3253, 7.9464)
C (3.0389, -4.8176, 7.7237)
H (3.2676, -1.2280, 4.5642)
H (1.6346, -1.0047, 4.8536)
H (2.7902, 0.3124, 5.2410)
H (3.8257, -1.2065, 6.9736)
H (2.0607, -0.9240, 7.3398)
H (3.6556, -2.9126, 8.4420)
H (1.8760, -3.2160, 8.5553)
H (4.0051, -4.9195, 7.2241)
H (2.2878, -5.3503, 7.1436)
H (3.1600, -5.3971, 8.6441)
C (-2.1031, -1.4693, 5.7703)
C (-3.2267, -0.8947, 4.9370)
O (-4.4088, -1.3754, 5.5662)
C (-5.5989, -1.1994, 4.8221)
C (-5.7024, -1.7831, 3.4193)
H (-2.0650, -1.0546, 6.7802)
H (-2.1814, -2.5562, 5.8159)
H (-1.0925, -1.2817, 5.4051)
H (-3.1120, 0.1934, 4.8592)
H (-3.0878, -1.1951, 3.8930)
H (-6.3785, -1.6641, 5.4295)
H (-5.8361, -0.1302, 4.8041)
H (-6.7333, -1.9400, 3.1120)
H (-5.1973, -2.7499, 3.3264)
H (-5.1513, -1.1550, 2.7216)
C (4.1904, -4.6764, -3.2092)
C (3.2920, -3.4844, -2.9272)
C (3.6362, -2.2856, -3.8097)
O (1.9155, -3.8314, -3.1365)
H (3.9157, -5.1755, -4.1388)
H (4.1094, -5.4113, -2.4056)
H (5.2348, -4.3614, -3.2166)
H (3.3327, -3.2902, -1.8491)
H (3.5885, -2.5933, -4.8563)
H (4.6738, -1.9695, -3.6604)
H (2.9935, -1.4184, -3.6670)
H (1.4399, -2.9844, -3.1165)
C (-4.1961, -1.2590, -0.5220)
C (-3.3965, -1.9696, -1.6243)
C (-4.1098, -3.2386, -2.0364)
O (-3.3112, -1.1367, -2.7484)
H (-4.2472, -1.7939, 0.4229)
H (-5.2151, -1.0650, -0.8601)
H (-3.6778, -0.3148, -0.3306)
H (-2.4068, -2.2093, -1.2178)
H (-5.0998, -2.9828, -2.4235)
H (-4.2907, -3.9055, -1.1930)
H (-3.5571, -3.7738, -2.8092)
H (-2.8800, -0.2888, -2.6150)
C (0.9935, 1.5467, -6.8162)
C (1.4532, 0.4960, -5.8539)
O (1.8199, -0.7228, -6.4954)
H (1.8291, 1.8658, -7.4471)
H (0.5420, 2.4372, -6.3777)
H (0.1809, 1.0948, -7.3895)
H (0.5867, 0.2185, -5.2450)
H (2.2231, 0.8311, -5.1498)
H (2.7320, -0.6176, -6.7871)
C (-2.8833, 1.7569, -6.1903)
C (-3.7567, 0.9198, -7.1192)
O (-3.3655, -0.4600, -6.9269)
H (-3.2162, 2.8029, -6.2591)
H (-1.8485, 1.8188, -6.5270)
H (-2.8509, 1.3981, -5.1639)
H (-3.4532, 1.0912, -8.1505)
H (-4.8216, 1.0304, -6.9160)
H (-3.7580, -0.8096, -6.1209)
C (3.7801, 3.5002, 2.9447)
C (2.3843, 3.7814, 3.4560)
O (2.1540, 3.1706, 4.7085)
H (3.9427, 3.5306, 1.8643)
H (4.1357, 2.5062, 3.2229)
H (4.5321, 4.1712, 3.3722)
H (1.6053, 3.5315, 2.7262)
H (2.2027, 4.8513, 3.6078)
H (1.8897, 2.2554, 4.5476)

Atomic partial charges in e from the Löwdin method, atoms 1 to 4:
1 O 0.1548
2 C -0.3638
3 O 0.2421
4 B -0.8572



(4)
ORCA calculation (the ωB97M-V functional and the def2-TZVPD basis) on a structure of composition C27H29AsN4O4OsS in a non-equilibrium geometry.

## Properties
Charge   +2
Calculated total energy   -116745.325 eV
Multiplicity   5

Element x y z (Å)
Os (-0.2209, 0.5830, -0.0075)
N (-3.0591, -3.8785, 5.2127)
C (-2.8856, -3.3039, 4.0300)
C (-1.6480, -3.4549, 3.3359)
C (-1.4788, -2.8619, 2.1156)
C (-2.5314, -2.1200, 1.5616)
C (-3.7513, -1.9415, 2.2295)
C (-3.9310, -2.5244, 3.4521)
S (-2.3334, -1.4700, -0.0747)
O (-0.9887, -1.8142, -0.5230)
O (-3.4441, -1.8170, -0.8846)
N (-2.1370, 0.1589, 0.0620)
C (-2.9774, 1.1725, 0.4533)
N (-4.1953, 0.9628, 0.9153)
C (-4.9053, 2.0478, 1.2216)
C (-4.4010, 3.3302, 1.0879)
C (-3.0843, 3.4344, 0.6564)
N (-2.3685, 2.3644, 0.3472)
H (-2.3405, -4.4723, 5.6084)
H (-3.9468, -3.8128, 5.6962)
H (-0.8592, -4.0574, 3.7695)
H (-0.5570, -2.9788, 1.5616)
H (-4.5344, -1.3509, 1.7682)
H (-4.8709, -2.4168, 3.9798)
H (-5.9062, 1.8711, 1.5966)
H (-4.9923, 4.2040, 1.3140)
H (-2.5944, 4.3957, 0.5572)
C (0.4027, 1.0363, 4.3312)
C (0.7816, 0.8745, 2.8899)
O (-0.1689, 0.6894, 2.0893)
C (2.1626, 0.9516, 2.4930)
C (3.1763, 1.0513, 3.4711)
C (4.4964, 1.1731, 3.1320)
C (4.8692, 1.1820, 1.7827)
C (3.9155, 1.0633, 0.8024)
C (2.5507, 0.9583, 1.1222)
O (1.7084, 0.8943, 0.1054)
H (-0.6804, 1.0054, 4.4161)
H (0.7731, 1.9873, 4.7137)
H (0.8419, 0.2467, 4.9423)
H (2.9094, 1.0167, 4.5184)
H (5.2471, 1.2611, 3.9049)
H (5.9124, 1.2788, 1.5133)
H (4.1889, 1.0401, -0.2446)
C (-1.0337, 0.5749, -3.8724)
As (0.1971, 0.6945, -2.3781)
C (1.1384, 2.3444, -2.8005)
C (1.4691, -0.7835, -2.7069)
C (2.1751, -0.7307, -4.0232)
C (1.7968, -1.5776, -5.0641)
C (2.4995, -1.5818, -6.2585)
C (3.5780, -0.7277, -6.4368)
C (3.9564, 0.1278, -5.4099)
C (3.2608, 0.1263, -4.2135)
H (-0.4507, 0.5634, -4.7916)
H (-1.6921, 1.4418, -3.8765)
H (-1.6333, -0.3312, -3.8067)
H (1.5696, 2.3101, -3.7982)
H (1.9144, 2.5226, -2.0594)
H (0.4168, 3.1603, -2.7527)
H (0.8637, -1.6852, -2.6088)
H (2.1688, -0.7427, -1.8727)
H (0.9571, -2.2490, -4.9242)
H (2.2128, -2.2610, -7.0505)
H (4.1241, -0.7287, -7.3702)
H (4.8013, 0.7903, -5.5454)
H (3.5658, 0.7830, -3.4057)

Atomic partial charges in e from the Löwdin method, atoms 1 to 4:
1 Os 1.3943
2 N 0.2739
3 C -0.2301
4 C 0.0543